Entry 1:
Below is a cluster of 3 separate species, C40H65BrF2N4O6P2S2Si in total, with properties calculated with the ωB97M-V functional and the def2-TZVPD basis.

Results
* maximum force: 3.68 eV/Å
* HOMO level: -8.05 eV
* SMILES: CC[C@H](Br)c1cc2c(c(CC(C)C)c1CNC)Sc1c(C(F)(F)CC[Si](C)(C)c3ccccc3)ccc(P(O)(O)=S)c1N2P(O)O.COC[C@@H](C)N.COC[C@@H](C)N

The geometry in ORCA input format:
```
! RIJCOSX wB97M-V def2-TZVPD def2/J DEFGRID3
* xyz 0 1
H 5.22366 2.51149 0.78797
C 4.89169 1.48655 0.50711
H 0.25989 -5.00080 0.76836
C 1.26098 2.18429 0.20299
H 6.04685 -4.48389 0.11973
C -4.10312 -4.91567 0.95492
H 3.76059 -0.69495 -3.01663
H -3.73165 -5.60820 1.76742
H 4.31133 -3.44764 -0.41417
H 7.97593 -0.17564 0.48213
C 4.17380 -1.73369 -3.06932
H -0.86528 -2.80285 2.25707
C -9.15830 -5.48146 3.26621
H -3.59988 9.86671 -2.81539
H 7.50998 -4.77804 1.12321
P 1.24757 5.14655 0.42088
C -8.17636 -5.32115 0.28166
H -7.69746 -6.46022 4.29532
F -2.74285 0.09785 -1.91536
H 7.40287 3.98864 1.77473
C 4.05822 -1.24564 -0.24412
C -1.79216 -4.39125 -2.07493
O 3.45294 3.25138 3.32474
H 6.06382 -4.05028 1.90377
H 5.26112 -1.75894 -2.81089
C 3.09650 -0.19251 0.10541
C 6.66414 -4.04839 0.94290
H -1.67548 8.34357 -0.05405
H 0.25439 1.77667 2.85507
H -1.12055 -1.56416 0.45176
H 1.05328 -5.93419 -3.56354
H 7.23192 3.53991 0.04172
H -9.49814 -4.96844 4.17263
H -2.78197 -3.94201 -2.32428
C -0.74526 3.49643 -0.70859
C 3.54558 -2.67191 -0.66201
H -3.27033 8.90729 -0.53264
H -4.29524 -5.52609 0.03466
C -0.79013 1.00477 -0.86341
H 4.04038 3.60731 2.62388
H -4.06840 -1.70048 0.55542
S 1.46292 6.22783 -1.19182
C 3.45170 1.17013 0.48353
H -2.76074 12.09647 0.69211
H -1.17300 -4.91411 -4.20381
O -1.91417 10.32894 0.13418
H -8.75343 -3.62923 2.16097
H 7.05358 -2.08140 1.52161
H 2.61657 -2.94376 -0.09305
C 7.80541 3.30312 0.97040
C -1.39242 -4.43313 -0.64267
O -7.45458 -5.09872 1.48131
O 0.02192 5.90246 1.30699
H 8.66267 1.45626 1.94367
H -7.47713 -4.14773 3.25139
C -10.40488 -5.85921 2.47171
H -2.31885 -0.22630 0.83332
H -7.45949 -5.34976 -0.54120
C 0.53838 0.98300 -0.21848
H 3.10399 -4.39399 -3.76477
H -3.78972 11.10505 -0.36019
H 2.44696 5.67036 2.10007
H -8.90131 -4.52650 0.08634
H -8.67091 -6.29317 0.31271
H -2.29540 11.06151 -2.91308
H -2.45402 2.40315 -1.57176
N -8.46227 -6.70803 3.67159
H -10.21178 -6.61802 1.71341
C 7.43602 0.77235 0.20721
C -1.69789 -3.57088 2.28376
C 0.78087 -5.50487 -1.36617
H -10.84433 -4.98566 1.98403
C -0.91740 -4.91080 -3.11674
H 4.77112 -4.22299 -3.10892
H 6.14820 -2.80198 -1.22867
C -0.08435 -4.98294 -0.29283
C 3.67784 -4.20370 -2.81492
C -1.44459 2.28537 -1.11509
C 0.57661 3.48382 -0.05550
H 4.10700 -2.05534 -4.15264
O 0.76821 2.59557 3.01703
C 6.54948 -2.04035 -0.50829
C -3.20612 -2.03222 -0.08500
H -4.98529 -4.32101 1.29933
C -2.52960 9.99995 -2.99279
H 6.91597 1.72862 2.19792
H 2.22649 -2.53032 -2.48671
H -3.55403 -2.15313 -1.14522
F -0.83667 -1.13537 -2.08475
H -2.35314 -3.24914 3.14638
H 3.54026 -5.02924 -2.07214
H -0.20074 10.42368 -1.63198
C 7.72271 1.77908 1.41020
S 1.33569 -0.63040 0.07830
N -0.29478 9.54452 -2.13892
H 7.40644 -1.54327 -1.05882
C 0.39633 -5.50706 -2.77433
C -8.21383 -4.51275 2.52927
H -2.33061 9.71828 -4.02989
H 0.26978 8.89338 -1.59591
H -1.26772 4.47381 -0.88060
C -2.76176 11.42388 -0.16752
O 2.63539 5.08654 1.32836
N 7.13612 -2.66943 0.69616
C 3.29570 -2.76993 -2.24246
N 2.54238 2.23140 0.87314
C 5.50459 -0.90867 -0.18597
C -1.69932 9.13513 -2.04876
C -2.19782 9.14181 -0.59074
C 5.90168 0.46856 0.17171
H -1.77546 8.10245 -2.40806
Br 8.18081 1.35829 -1.52141
P 2.35848 2.16832 2.65122
H 8.90147 3.55265 0.88107
H -2.36804 11.98417 -1.01707
H -11.16144 -6.27808 3.13996
H -0.69429 5.97672 0.64259
H -7.98912 -7.07652 2.84746
H -1.17546 -4.54537 2.51858
C -2.01281 -0.99536 0.08199
C -1.56830 -0.29991 -1.26227
Si -2.62405 -3.72413 0.62872
H 1.75837 -5.93365 -1.02020
*
```

Mulliken population analysis, charges in e, atoms 1 to 99: number 1, H, carries 0.42; number 2, C, carries -0.39; number 3, H, carries 0.16; number 4, C, carries -1.33; number 5, H, carries 0.21; number 6, C, carries -0.90; number 7, H, carries 0.28; number 8, H, carries 0.26; number 9, H, carries -0.28; number 10, H, carries 0.53; number 11, C, carries -1.39; number 12, H, carries 0.19; number 13, C, carries 0.33; number 14, H, carries 0.34; number 15, H, carries 0.27; number 16, P, carries 0.66; number 17, C, carries -0.78; number 18, H, carries 0.27; number 19, F, carries -0.37; number 20, H, carries 0.31; number 21, C, carries -0.79; number 22, C, carries -0.31; number 23, O, carries -0.50; number 24, H, carries 0.30; number 25, H, carries 0.21; number 26, C, carries 1.21; number 27, C, carries -0.76; number 28, H, carries -0.03; number 29, H, carries 0.37; number 30, H, carries -0.35; number 31, H, carries 0.45; number 32, H, carries 0.42; number 33, H, carries 0.40; number 34, H, carries 0.21; number 35, C, carries -0.86; number 36, C, carries -0.86; number 37, H, carries 0.42; number 38, H, carries 0.33; number 39, C, carries -0.10; number 40, H, carries 0.35; number 41, H, carries 0.49; number 42, S, carries -0.39; number 43, C, carries -0.59; number 44, H, carries 0.27; number 45, H, carries 0.33; number 46, O, carries -0.42; number 47, H, carries 0.44; number 48, H, carries 0.34; number 49, H, carries 0.28; number 50, C, carries -1.27; number 51, C, carries 0.89; number 52, O, carries -0.21; number 53, O, carries -0.51; number 54, H, carries 0.37; number 55, H, carries 0.33; number 56, C, carries -1.39; number 57, H, carries 0.35; number 58, H, carries 0.25; number 59, C, carries 1.24; number 60, H, carries 0.31; number 61, H, carries 0.29; number 62, H, carries 0.33; number 63, H, carries 0.35; number 64, H, carries 0.25; number 65, H, carries 0.29; number 66, H, carries 0.38; number 67, N, carries -0.74; number 68, H, carries 0.30; number 69, C, carries -0.43; number 70, C, carries -0.99; number 71, C, carries -0.28; number 72, H, carries 0.34; number 73, C, carries -0.71; number 74, H, carries 0.43; number 75, H, carries 0.48; number 76, C, carries -0.30; number 77, C, carries -1.43; number 78, C, carries -1.35; number 79, C, carries 1.37; number 80, H, carries 0.46; number 81, O, carries -0.46; number 82, C, carries -1.55; number 83, C, carries -0.58; number 84, H, carries 0.12; number 85, C, carries -1.50; number 86, H, carries 0.45; number 87, H, carries 0.01; number 88, H, carries 0.29; number 89, F, carries -0.22; number 90, H, carries 0.31; number 91, H, carries 0.21; number 92, H, carries 0.33; number 93, C, carries -0.71; number 94, S, carries -0.01; number 95, N, carries -0.69; number 96, H, carries 0.31; number 97, C, carries -0.63; number 98, C, carries -0.78; number 99, H, carries 0.37

---

Entry 2:
Below is a structure of composition C40H66FInNO4P2S2Te, with properties calculated with the ωB97M-V functional and the def2-TZVPD basis.

Results
* energy above the lowest of the compared OMol25 structures with the same formula, charge and spin: 39.332 eV
* maximum force: 11.56 eV/Å
* HOMO level (alpha / beta): -0.28 / -1.11 eV

The geometry in ORCA input format:
```
! RIJCOSX wB97M-V def2-TZVPD def2/J DEFGRID3
* xyz -2 2
Te -2.65592 -1.13331 -3.00963
C 2.13292 2.97430 1.55648
C 1.22197 6.17286 -2.94490
C -1.89629 2.68255 -1.20315
C 3.73522 -0.95939 -1.03957
C -5.86573 -2.05815 0.14624
S -3.00808 -0.41803 2.37696
H -4.72093 1.16267 -0.92867
H 1.83346 -5.05165 2.19268
O -5.13715 -2.38227 1.31628
H 1.53383 -4.48291 4.05659
H -6.63802 -2.83699 0.06457
C 1.77829 -2.02557 2.00881
C 1.83057 -1.69154 0.69273
H -4.66549 2.86742 1.10485
H 0.05793 5.77582 -1.26903
H 0.32836 -1.04451 -4.87844
H 4.72445 1.10072 -1.91133
H -2.19881 3.76356 -3.15649
C 1.14036 3.92681 -1.81704
C 2.75458 -0.34990 3.67060
C 1.57017 0.66857 -0.56582
H -7.01716 -0.25716 -0.98538
H -4.47767 -6.48550 3.94615
H 4.00138 -1.84391 -0.55882
H 1.25133 -0.34577 -1.39011
H 1.29443 7.32499 -2.78004
H -5.35563 -4.23016 2.87225
H -1.85837 1.75079 0.76768
H -3.05090 4.62231 -1.83244
H 2.15588 -7.58272 -1.30047
H -0.11030 0.65662 0.31308
O -0.20411 -0.37059 -5.56164
P -0.10399 2.47753 -1.56903
H -0.48479 4.95426 -2.90613
C -4.18195 -4.48845 3.02464
C 2.63359 -5.83760 -0.24108
C 0.50296 1.51408 -0.15388
H -3.17080 -4.85852 2.43293
H 3.06786 -0.23793 4.62580
H 2.09581 -0.88856 -2.38707
H 5.51770 -0.34324 -1.85118
H 3.51145 2.52013 3.08737
C -3.89297 -5.26961 4.32538
H 4.23572 -1.19046 -2.99401
C -6.46031 -0.67816 0.14361
H -4.05504 4.38306 0.34205
H 3.94294 4.44848 -1.42949
C -4.67392 2.42697 -0.95741
C 1.65189 -6.62291 -0.76031
C 0.55810 -4.61883 -1.01884
H -4.64287 -5.06172 5.01802
C 3.40641 4.34245 -2.62120
C 2.62463 -1.65810 3.14113
H 0.06766 -3.21411 1.52802
H -3.93161 2.25428 -2.94717
C 4.83917 0.08039 -1.13419
P -3.62320 -2.18229 1.81595
C 2.50002 0.63845 2.64265
H -0.72391 -0.04345 -4.68184
C 0.92886 -4.34875 3.18729
H 2.45585 1.34766 -0.93205
N 1.27444 -2.48200 -0.24813
C 2.50362 2.15445 2.94244
O -3.74180 -3.11838 3.12822
H 1.22142 6.12751 -3.85010
C 2.63764 -4.43318 -0.15773
H 2.51898 -2.58046 3.87938
C 0.35733 5.12864 -2.25984
H 5.61563 -0.28469 -0.34081
H 0.06631 -5.27608 3.27392
H 3.06151 -2.77191 -2.02168
H -5.81342 2.98994 -0.98093
H -4.99863 -2.06060 -0.74299
H 4.25360 4.60536 -3.65102
C -2.46244 2.69873 0.32341
H -1.91063 3.75224 0.73518
C -0.03078 -2.05291 3.45041
H 4.19741 -0.17197 1.72548
H -4.59732 3.95223 -2.73587
C 3.15794 -1.58218 -2.44582
H -7.27193 -0.56600 0.72003
C 3.30783 0.40071 1.36426
C 2.52227 -0.34056 0.18684
C 0.62837 -5.89565 -1.21461
C 2.69418 6.10012 -2.48438
S -2.59382 -3.17540 0.34639
H 3.40987 -3.94275 0.48333
H -5.56640 0.21398 0.64127
O 0.11488 1.66993 -2.78267
C -3.92081 3.09261 0.18641
H -2.17070 1.67161 -1.79148
H 1.95169 2.26319 3.75628
C 1.52248 -3.69037 -0.37960
H 3.28872 6.25256 -1.33328
H 1.45997 4.13593 -0.76495
C -2.64974 3.53362 -2.18974
C 0.64418 -3.00536 2.44803
In -0.97483 -1.64116 -0.95928
H 3.67209 -6.26134 -0.01983
H -0.48883 2.26825 2.13503
C 2.19065 3.52838 -2.69700
H 1.94318 3.59097 -4.00324
H 0.39542 3.65799 0.68205
H 2.93697 2.86789 0.96304
F -0.48180 -3.95390 -1.71690
H 3.84791 6.59592 -2.86126
H 0.54589 -1.99273 4.16423
H 2.79618 2.36131 -2.49433
C 0.59303 2.57110 1.11201
H -0.11130 -5.99775 -1.87446
H -2.98035 -5.01175 4.81734
H 2.00062 3.97880 1.91716
H 1.34198 0.22328 2.65042
H 0.19484 -1.37666 2.62739
H 3.95018 1.18637 0.65457
C -4.17952 2.93181 -2.31576
H -0.95397 -2.58473 3.32023
*
```

Mulliken population analysis, charges in e, atoms 1 to 99: number 1, Te, carries -0.85; number 2, C, carries -1.45; number 3, C, carries -1.18; number 4, C, carries 0.69; number 5, C, carries -0.57; number 6, C, carries -0.12; number 7, S, carries -0.47; number 8, H, carries -0.50; number 9, H, carries 0.14; number 10, O, carries -0.28; number 11, H, carries 0.41; number 12, H, carries 0.30; number 13, C, carries 0.43; number 14, C, carries -0.30; number 15, H, carries 0.27; number 16, H, carries 0.13; number 17, H, carries 0.39; number 18, H, carries -0.11; number 19, H, carries 0.46; number 20, C, carries 0.28; number 21, C, carries -1.86; number 22, C, carries 1.88; number 23, H, carries 0.21; number 24, H, carries 0.23; number 25, H, carries 0.90; number 26, H, carries -1.67; number 27, H, carries 0.38; number 28, H, carries 0.22; number 29, H, carries -1.21; number 30, H, carries 0.32; number 31, H, carries 0.14; number 32, H, carries -0.45; number 33, O, carries -0.71; number 34, P, carries 0.11; number 35, H, carries -0.18; number 36, C, carries 0.00; number 37, C, carries -0.48; number 38, C, carries 0.20; number 39, H, carries 0.16; number 40, H, carries 0.62; number 41, H, carries 0.33; number 42, H, carries 1.07; number 43, H, carries 0.39; number 44, C, carries -1.26; number 45, H, carries 0.36; number 46, C, carries -0.85; number 47, H, carries 0.26; number 48, H, carries 0.20; number 49, C, carries 0.62; number 50, C, carries -0.82; number 51, C, carries -0.59; number 52, H, carries 0.44; number 53, C, carries -0.58; number 54, C, carries -0.91; number 55, H, carries -0.55; number 56, H, carries 0.67; number 57, C, carries -1.50; number 58, P, carries 0.63; number 59, C, carries 2.45; number 60, H, carries 0.18; number 61, C, carries -1.43; number 62, H, carries -1.19; number 63, N, carries 0.56; number 64, C, carries -2.42; number 65, O, carries -0.37; number 66, H, carries 0.57; number 67, C, carries 0.48; number 68, H, carries 0.27; number 69, C, carries -0.12; number 70, H, carries 0.15; number 71, H, carries 0.11; number 72, H, carries 0.20; number 73, H, carries 0.30; number 74, H, carries 0.06; number 75, H, carries 0.30; number 76, C, carries 1.11; number 77, H, carries -0.04; number 78, C, carries -1.74; number 79, H, carries 0.33; number 80, H, carries 0.35; number 81, C, carries -0.64; number 82, H, carries 0.62; number 83, C, carries -1.63; number 84, C, carries 1.61; number 85, C, carries -0.64; number 86, C, carries -0.51; number 87, S, carries -0.60; number 88, H, carries 0.02; number 89, H, carries -0.04; number 90, O, carries -0.54; number 91, C, carries -0.39; number 92, H, carries -0.59; number 93, H, carries 0.62; number 94, C, carries 0.36; number 95, H, carries 0.24; number 96, H, carries -0.01; number 97, C, carries -0.75; number 98, C, carries 1.38; number 99, In, carries 1.02